{"formula": "C32H28F3N7O4PW", "method": "the ωB97M-V functional and the def2-TZVPD basis", "symbols": ["W", "O", "C", "C", "C", "C", "C", "C", "C", "O", "N", "N", "C", "C", "C", "C", "C", "C", "C", "O", "H", "H", "H", "H", "H", "H", "H", "H", "H", "H", "N", "C", "N", "C", "N", "C", "C", "N", "C", "C", "N", "H", "H", "H", "H", "H", "F", "C", "F", "F", "C", "C", "C", "C", "C", "C", "C", "C", "H", "H", "H", "H", "C", "P", "C", "C", "O", "H", "H", "H", "H", "H", "H", "H", "H", "H"], "xyz": [[-1.0238, -0.6687, 0.6722], [3.7794, -3.2451, 0.2543], [3.2748, -3.2248, -0.9865], [4.1214, -3.6098, -2.0280], [3.6706, -3.6068, -3.3306], [2.3644, -3.2211, -3.6364], [1.5218, -2.8421, -2.6156], [1.9542, -2.8389, -1.2831], [1.0452, -2.3603, -0.2469], [-0.1831, -2.0211, -0.5902], [1.4450, -2.2221, 0.9831], [0.4224, -1.7450, 1.7984], [0.7266, -0.6649, 2.4872], [-0.0836, -0.1882, 3.6004], [0.5227, 0.3876, 4.7178], [-0.2260, 0.6774, 5.8433], [-1.5878, 0.3766, 5.8533], [-2.2133, -0.1543, 4.7369], [-1.4743, -0.3928, 3.5769], [-2.0544, -0.7714, 2.4452], [3.0996, -2.9175, 0.8786], [5.1319, -3.9041, -1.7797], [4.3426, -3.9073, -4.1242], [2.0197, -3.2178, -4.6610], [0.5087, -2.5265, -2.8240], [1.7228, -0.2477, 2.3540], [1.5908, 0.5696, 4.7077], [0.2453, 1.1050, 6.7168], [-2.1721, 0.5709, 6.7435], [-3.2747, -0.3696, 4.7422], [-3.6573, -4.1781, 0.4592], [-2.7432, -3.5145, 1.1711], [-2.4682, -2.3975, 0.5343], [-3.2548, -2.4345, -0.5724], [-4.0014, -3.5055, -0.6552], [-3.1816, -1.3044, -1.4903], [-3.9146, -1.1890, -2.6631], [-3.7971, -0.1328, -3.4529], [-2.9389, 0.8122, -3.0776], [-2.1971, 0.7199, -1.9115], [-2.3276, -0.3401, -1.1097], [-4.0819, -5.0704, 0.6576], [-2.3094, -3.8462, 2.0995], [-4.6010, -1.9737, -2.9555], [-2.8316, 1.6677, -3.7318], [-1.4767, 1.4684, -1.6125], [5.8272, 4.3377, -3.9324], [5.5850, 3.0373, -4.1513], [6.7343, 2.3723, -3.9439], [5.2876, 2.9009, -5.4577], [4.4787, 2.5069, -3.2812], [4.2101, 1.1432, -3.3082], [3.1874, 0.6290, -2.5356], [2.4238, 1.4800, -1.7281], [2.7056, 2.8456, -1.7073], [3.7321, 3.3585, -2.4824], [1.3656, 0.9338, -0.9325], [0.4989, 0.4535, -0.2272], [4.8044, 0.4887, -3.9324], [2.9685, -0.4315, -2.5473], [2.1177, 3.5005, -1.0783], [3.9532, 4.4162, -2.4658], [-4.0579, 1.6715, 2.2702], [-2.5042, 2.3690, 1.7191], [-1.6825, 3.1125, 3.1212], [-2.8958, 3.6833, 0.5652], [-1.6072, 1.3610, 1.0299], [-4.6532, 2.4406, 2.7629], [-3.8659, 0.8466, 2.9577], [-4.6055, 1.2935, 1.4058], [-2.3057, 3.8947, 3.5558], [-0.7433, 3.5459, 2.7770], [-1.4720, 2.3532, 3.8773], [-3.5095, 4.4446, 1.0480], [-3.4419, 3.2740, -0.2842], [-1.9700, 4.1365, 0.2111]], "forces_ev_per_angstrom": [[-0.4964, -0.0747, -0.5353], [-0.0060, -0.0029, 0.0225], [-0.0295, -0.0258, -0.0174], [-0.0034, 0.0117, -0.0126], [0.0133, -0.0011, 0.0090], [-0.0248, 0.0067, -0.0121], [0.0080, -0.0103, 0.0016], [0.0184, 0.0037, -0.0046], [-0.1107, -0.0076, 0.0543], [0.0590, -0.0056, 0.1298], [-0.0031, -0.0893, 0.0077], [0.2219, 0.1150, -0.0545], [0.2715, -0.1104, 0.3415], [-0.0648, 0.0395, -0.0245], [0.0089, -0.0116, -0.0280], [-0.0285, 0.0038, 0.0076], [0.0262, -0.0146, -0.0185], [-0.0362, 0.0394, 0.0127], [0.1875, -0.0226, 0.0792], [0.0878, -0.0251, 0.0698], [0.0201, 0.0295, -0.0091], [0.0013, 0.0005, 0.0020], [0.0021, 0.0002, 0.0019], [-0.0005, -0.0026, 0.0008], [-0.0010, -0.0036, -0.0056], [0.0210, -0.0237, 0.0398], [0.0000, -0.0014, -0.0010], [-0.0021, 0.0006, 0.0016], [0.0023, 0.0033, 0.0032], [0.0146, -0.0183, 0.0183], [-0.0062, -0.0211, 0.0106], [0.0019, 0.0058, -0.0253], [-0.0828, 0.0642, -0.0315], [0.0399, 0.0071, 0.0264], [0.0094, 0.0165, -0.0022], [0.0028, 0.0144, -0.0132], [0.0050, -0.0466, 0.0301], [0.0465, 0.0642, 0.0108], [-0.0788, -0.0543, -0.0677], [0.0342, 0.0161, 0.0368], [0.0007, -0.0097, -0.0963], [0.0011, -0.0023, 0.0045], [-0.0117, -0.0075, 0.0023], [-0.0014, -0.0006, 0.0035], [0.0197, 0.0160, 0.0188], [0.0029, 0.0015, 0.0103], [0.0007, -0.0025, -0.0013], [-0.0052, 0.0041, 0.0006], [0.0096, -0.0046, -0.0029], [-0.0009, -0.0017, 0.0139], [0.0021, 0.0067, -0.0036], [0.0006, 0.0205, 0.0006], [0.0015, 0.0072, 0.0025], [0.0024, -0.0827, -0.0523], [-0.0220, -0.0103, -0.0110], [0.0142, -0.0015, -0.0114], [0.0630, 0.1275, 0.1613], [-0.0881, 0.1145, 0.0045], [-0.0047, -0.0106, 0.0040], [0.0151, 0.0045, -0.0055], [0.0058, 0.0017, 0.0034], [0.0004, -0.0005, 0.0005], [0.0038, -0.0417, 0.0215], [-0.0172, 0.0220, 0.1278], [0.0061, -0.0252, 0.0041], [-0.0015, 0.0038, 0.0559], [-0.0667, -0.1850, -0.1759], [-0.0311, -0.0003, 0.0093], [-0.0265, 0.1359, -0.1049], [-0.0111, -0.0028, 0.0024], [-0.0005, 0.0062, 0.0053], [0.0166, 0.0110, 0.0203], [-0.0102, 0.0426, -0.0454], [0.0099, 0.0023, -0.0112], [-0.0088, -0.0131, -0.0125], [0.0024, 0.0056, 0.0017]], "lowdin_charge": [1.70, 0.08, -0.26, 0.00, -0.07, -0.09, -0.04, -0.09, -0.40, -0.22, 0.07, -0.11, -0.10, -0.17, -0.02, -0.08, -0.07, -0.03, -0.37, -0.26, 0.07, 0.12, 0.11, 0.10, 0.11, 0.14, 0.12, 0.11, 0.11, 0.12, 0.06, -0.07, 0.00, -0.29, 0.16, -0.16, -0.03, 0.12, -0.07, -0.07, 0.01, 0.17, 0.16, 0.13, 0.12, 0.11, 0.14, -0.59, 0.15, 0.15, -0.11, 0.01, 0.00, -0.23, -0.02, 0.00, -0.05, -0.13, 0.13, 0.10, 0.11, 0.12, -0.14, 0.63, -0.13, -0.15, -0.49, 0.07, 0.03, 0.07, 0.07, 0.08, 0.04, 0.07, 0.06, 0.07], "de_lowest_kj_mol": 104.67, "orbital_gap_ha": [0.23390, 0.23758], "energy_ha": -2628.4133, "s_squared": 2.02, "total_charge": 1, "lumo_energy_ev": [-3.6, -4.0], "spin_multiplicity": 3}